{
  "formula": "C62H44F32O18",
  "method": "wB97M-V/def2-TZVPD",
  "fmax_ev_per_a": 5.1,
  "energy_ha": -6938.70802,
  "smiles": "FC(F)C(F)(F)COC(F)(F)C(F)F.FC(F)C(F)(F)COC(F)(F)C(F)F.FC(F)C(F)(F)COC(F)(F)C(F)F.FC(F)C(F)(F)COC(F)(F)C(F)F.O=C1C=CC(=O)C=C1.O=C1C=CC(=O)C=C1.O=C1C=CC(=O)C=C1.O=C1C=CC(=O)C=C1.O=C1C=CC(=O)C=C1.O=C1C=CC(=O)C=C1.O=C1C=CC(=O)C=C1",
  "e_homo_ev": -9.9,
  "symbols": ["F", "F", "F", "F", "F", "F", "F", "F", "F", "F", "F", "F", "F", "F", "F", "F", "F", "F", "F", "F", "F", "F", "F", "F", "F", "F", "F", "F", "F", "F", "F", "F", "O", "O", "O", "O", "O", "O", "O", "O", "O", "O", "O", "O", "O", "O", "O", "O", "O", "O", "C", "C", "C", "C", "C", "C", "C", "C", "C", "C", "C", "C", "C", "C", "C", "C", "C", "C", "C", "C", "C", "C", "C", "C", "C", "C", "C", "C", "C", "C", "C", "C", "C", "C", "C", "C", "C", "C", "C", "C", "C", "C", "C", "C", "C", "C", "C", "C", "C", "C", "C", "C", "C", "C", "C", "C", "C", "C", "C", "C", "C", "C", "H", "H", "H", "H", "H", "H", "H", "H", "H", "H", "H", "H", "H", "H", "H", "H", "H", "H", "H", "H", "H", "H", "H", "H", "H", "H", "H", "H", "H", "H", "H", "H", "H", "H", "H", "H", "H", "H", "H", "H", "H", "H", "H", "H"],
  "positions_angstrom": [[5.85651, -27.97140, -15.07219], [5.86176, -24.36855, -11.52863], [6.08488, -28.98266, -9.35555], [8.16021, -22.21555, -10.43973], [10.14076, -26.14683, -11.33763], [10.82299, -28.49960, -15.32104], [11.94544, -34.50237, -14.97789], [13.05158, -31.17824, -14.24735], [9.28012, -25.60267, -4.46354], [11.04227, -30.40244, -17.15045], [3.71933, -24.85708, -11.74939], [7.90065, -25.06621, -12.90432], [3.97131, -26.95753, -15.49339], [7.38601, -27.57732, -11.01553], [11.44030, -33.17606, -13.25418], [7.34437, -25.76810, -15.75517], [11.42738, -25.13001, -12.81902], [9.00306, -28.56933, -16.77155], [10.77988, -23.11448, -8.16852], [5.45603, -24.76111, -16.33998], [8.62279, -27.84567, -9.11991], [5.19645, -27.08232, -9.58833], [9.41017, -26.22613, -13.92106], [8.31723, -22.07181, -8.31144], [3.39744, -22.74797, -13.44090], [6.69663, -26.44892, -4.79014], [9.21025, -24.41966, -8.91128], [9.02014, -31.18491, -16.70420], [8.25339, -24.34708, -5.97847], [4.22875, -22.11184, -11.57100], [8.16590, -27.81966, -5.41953], [13.51613, -32.57358, -16.05640], [4.54784, -18.82122, -8.57433], [5.04752, -24.84304, -13.53003], [0.50151, -25.72162, -15.56589], [10.55931, -31.16355, -15.15681], [2.65434, -23.07705, -18.87179], [7.12460, -32.79533, -14.94027], [4.18550, -28.97776, -12.77320], [2.91755, -23.77787, -7.38320], [5.56626, -18.36843, -14.93647], [10.06924, -23.88991, -11.54548], [3.18765, -28.12276, -20.24188], [1.16799, -25.54936, -10.32770], [9.23760, -26.30866, -23.06429], [7.00613, -21.95939, -14.68392], [8.98911, -20.00165, -11.19603], [7.15731, -26.62444, -6.98475], [6.25315, -24.84375, -19.30526], [6.99057, -21.86494, -19.88026], [5.14000, -21.04116, -8.04526], [7.74782, -24.73405, -22.39987], [3.12181, -24.55557, -20.53862], [0.07979, -24.56220, -13.55529], [4.18483, -19.91849, -8.13380], [7.65139, -26.64437, -5.71249], [6.25684, -27.67963, -9.00412], [8.19141, -19.72878, -12.07941], [6.40404, -31.96730, -14.42191], [13.21140, -32.52170, -14.68843], [4.94061, -31.93271, -14.56447], [8.41916, -25.67289, -19.76708], [11.81344, -33.22117, -14.58310], [5.86122, -21.23888, -17.92734], [4.75757, -24.29892, -12.27843], [8.05489, -22.69441, -16.55889], [10.66510, -32.60188, -15.45215], [5.98095, -25.96448, -16.14276], [4.47015, -22.83574, -12.63695], [2.94151, -25.23890, -18.16572], [7.01568, -31.01364, -13.46008], [8.12826, -22.50669, -17.89649], [8.80558, -25.74583, -22.14285], [7.85200, -18.64706, -14.31135], [0.66844, -25.69065, -14.37266], [3.16052, -26.90863, -20.01456], [1.02073, -25.62050, -11.49825], [2.72346, -20.20168, -7.95626], [10.00540, -23.35225, -9.24783], [9.63179, -29.16552, -15.72662], [3.23268, -25.81389, -21.01579], [4.83519, -29.87197, -13.25779], [5.25132, -26.77685, -15.06575], [3.31912, -22.63883, -7.61500], [6.77190, -19.45306, -11.80206], [6.98019, -21.89451, -18.67346], [2.93169, -24.22183, -19.15856], [6.31970, -27.65207, -7.48741], [7.17637, -24.88295, -20.09855], [7.50030, -27.20141, -9.71136], [0.25428, -24.53670, -12.25464], [6.39622, -18.55540, -14.04014], [6.94690, -21.97567, -15.87285], [8.65301, -19.36194, -13.48602], [2.35138, -21.45336, -7.77148], [10.07863, -30.51670, -16.19284], [9.22729, -26.05166, -20.74393], [10.89972, -23.59670, -10.42472], [9.06719, -22.12984, -9.44148], [1.62540, -26.72183, -12.33291], [6.99342, -24.28690, -21.37426], [9.20031, -25.04513, -13.27222], [1.52349, -26.69522, -13.67002], [5.26916, -26.24830, -13.63470], [5.84724, -21.32763, -16.61997], [4.14145, -30.92208, -14.05217], [4.80040, -22.30081, -7.76861], [8.78455, -25.55894, -5.70739], [10.24169, -25.05830, -12.13648], [5.92979, -18.82748, -12.63878], [3.04173, -26.51714, -18.54786], [6.31317, -29.91300, -13.05089], [2.79960, -27.38725, -17.90766], [1.32521, -21.70607, -7.81937], [3.20712, -23.72446, -21.23772], [4.39170, -26.82346, -13.27764], [9.38212, -24.15215, -13.94606], [4.58219, -32.70205, -15.19174], [11.59038, -24.45609, -10.21421], [8.87513, -22.83386, -18.58680], [-0.40656, -23.79836, -14.05687], [2.16769, -27.55673, -11.82436], [6.76176, -29.12626, -12.53504], [6.52406, -19.65286, -10.78783], [11.03770, -32.78004, -16.51609], [2.04782, -27.40002, -14.28764], [6.74369, -28.59942, -7.20325], [5.37527, -22.49311, -13.12698], [8.55486, -25.93820, -18.71926], [5.94651, -26.49863, -17.10321], [3.47486, -26.12150, -21.99195], [5.10272, -20.83633, -15.98280], [9.00643, -29.14790, -14.83790], [8.78590, -23.28232, -15.99158], [10.11283, -26.59963, -20.65348], [6.13520, -26.65582, -13.07939], [9.59761, -25.77808, -6.44880], [9.68992, -21.18615, -9.55452], [8.18190, -18.25666, -15.21633], [5.55774, -23.09589, -7.86188], [7.59333, -24.38924, -23.40543], [6.26666, -23.51428, -21.50705], [9.73157, -19.50309, -13.55717], [-0.19462, -23.85418, -11.54473], [2.03438, -19.40423, -8.19648], [4.91380, -18.58001, -12.35809], [4.95855, -20.77312, -18.30444], [6.18023, -20.87196, -8.33467], [11.48548, -22.67508, -10.48345], [8.09304, -30.96031, -13.33204], [9.63406, -32.99741, -15.17494], [2.75758, -24.88174, -17.16770], [14.02164, -32.99734, -14.19999], [3.13620, -30.81173, -14.29036], [7.75801, -26.17830, -9.76233], [5.39434, -27.51842, -7.05575]],
  "forces_ev_per_a": [[0.20, -0.94, 0.05], [-0.25, -0.21, 1.17], [0.26, -0.59, 0.19], [0.62, -0.77, -0.01], [0.25, 0.60, -0.11], [-1.81, -0.41, -1.07], [0.07, -0.12, 0.29], [0.77, -2.51, -0.96], [0.43, 0.55, 0.46], [-0.62, 0.05, -0.39], [-1.06, -1.20, 1.66], [0.69, 0.36, 0.52], [0.15, 0.09, -0.10], [0.28, -0.35, 0.16], [0.35, -0.35, -0.70], [-1.99, -0.47, -0.43], [0.17, -0.14, 0.85], [0.55, 0.43, 0.56], [0.19, 0.29, 0.08], [-0.31, 0.57, 0.31], [-1.57, 0.51, -0.96], [-0.12, 0.92, 0.53], [-0.03, 0.27, -0.39], [0.13, 0.31, 0.37], [-0.27, -0.15, -0.33], [-0.21, 0.59, 0.12], [0.41, 0.00, -0.48], [-0.25, 0.22, -0.75], [0.14, -0.14, 0.29], [-0.36, 0.92, 1.80], [0.93, -1.42, 0.27], [-0.20, 0.64, 1.42], [-0.31, -1.37, 0.83], [0.21, -0.62, -0.26], [-0.08, -0.26, -0.54], [0.77, -2.17, 1.02], [0.06, 0.88, 0.30], [-0.48, -0.07, -0.58], [-0.48, 0.64, 0.40], [0.57, 1.93, -0.48], [1.46, -0.02, 1.13], [0.68, 1.34, 1.28], [0.03, 1.88, -0.46], [0.18, 0.03, 2.16], [2.34, -2.57, -3.48], [-0.39, 0.46, 2.73], [-0.50, 0.35, -1.06], [0.29, 1.00, -0.77], [0.03, -0.02, 0.72], [0.38, -0.26, -0.34], [0.76, -0.47, 0.04], [-0.82, 0.71, 1.80], [0.73, -1.23, -3.07], [1.22, -1.77, 0.09], [-0.17, 1.52, -1.32], [-0.14, 0.89, -1.61], [-0.26, -0.41, -0.23], [0.35, 1.00, -1.09], [0.97, -0.28, 1.94], [-2.03, 1.81, -1.72], [-1.56, 2.32, 0.53], [-0.43, 0.40, 0.23], [-0.83, 1.39, 0.58], [-0.39, -0.58, 0.09], [1.02, 0.85, -3.35], [0.02, 0.49, -2.41], [0.65, 0.00, 0.19], [1.52, -0.06, -0.44], [1.18, -0.70, -0.89], [0.18, -1.75, 0.76], [-0.73, 2.99, -0.19], [-1.25, -0.07, 0.62], [-1.76, 2.06, 2.37], [0.24, -1.74, 1.96], [0.47, 0.96, 0.69], [0.05, -1.51, 1.32], [-0.35, -0.08, -2.98], [1.36, 0.09, -0.27], [-1.40, -0.20, 0.08], [1.37, 1.58, 0.38], [-0.02, 0.35, 2.31], [-0.05, -0.09, -0.11], [0.83, 1.88, -0.05], [0.06, -0.56, 0.60], [-0.37, 0.40, 0.14], [-0.36, 1.15, 0.39], [-0.44, 1.24, 0.02], [1.73, -0.06, 0.19], [-0.27, -1.16, 1.79], [2.04, -1.24, -0.23], [0.27, -1.12, 1.83], [-1.73, -0.10, -0.53], [0.56, -1.11, -1.14], [-0.28, 0.69, 0.96], [0.73, -1.32, 0.02], [0.15, 0.02, -0.29], [-1.29, 0.97, -0.58], [0.61, -1.29, 0.65], [0.45, 1.05, 0.63], [0.09, -0.56, -0.04], [1.36, 0.17, -2.81], [-0.08, -0.62, -1.17], [-0.44, 0.30, 0.78], [-1.26, -1.14, 0.83], [0.47, 0.30, 1.71], [4.53, -2.18, -0.82], [-1.02, -0.23, -0.60], [-0.39, -0.87, -0.45], [-0.97, -0.34, -1.92], [1.15, -0.57, -0.18], [-0.96, -0.34, -0.31], [-0.28, -3.44, -1.28], [0.59, 0.71, -0.21], [-0.91, -0.46, 0.19], [-0.09, 0.00, 0.29], [0.36, 0.57, 0.54], [-0.18, -1.08, 0.73], [-0.67, -0.73, -0.57], [-0.57, 0.82, -0.06], [0.68, -0.45, 0.03], [-1.05, 1.19, -1.11], [-0.35, 1.03, -0.34], [0.49, 1.14, 0.89], [-0.57, -0.24, 0.71], [-1.05, 0.31, 1.27], [-0.12, -0.31, -0.19], [0.03, -0.52, 0.09], [0.00, 0.45, -0.39], [-0.02, 0.09, -0.17], [0.34, -0.02, 0.27], [-0.01, 0.04, -1.26], [0.15, -0.33, -0.32], [-0.27, -0.23, -0.17], [-0.40, 0.50, -0.11], [1.11, -0.90, 0.33], [-0.16, 0.70, -0.46], [-0.82, 0.06, 0.57], [-0.91, -1.11, 0.12], [0.57, 0.61, -1.52], [-0.64, 0.25, 0.36], [0.15, -0.08, -0.32], [-0.51, 0.09, 0.14], [-0.23, 0.07, -0.67], [0.05, 0.48, -0.31], [0.01, 0.10, 0.25], [0.04, 0.01, -0.13], [0.48, -0.03, -1.15], [-0.34, 0.44, 0.28], [-0.02, -0.14, -0.84], [-0.03, -0.67, 0.01], [1.63, -0.19, -0.60], [-0.04, -0.25, 0.34], [0.58, -0.34, 0.90], [-1.68, 0.07, -0.06], [-0.23, 1.28, 0.61], [-2.42, 0.00, 0.61]],
  "lowdin_charge": [0.127, 0.162, 0.110, 0.089, 0.162, 0.049, 0.118, 0.045, 0.102, 0.147, 0.216, 0.095, 0.108, 0.067, 0.089, 0.030, 0.136, 0.094, 0.127, 0.113, 0.050, 0.133, 0.074, 0.077, 0.118, 0.165, 0.103, 0.140, 0.096, 0.130, 0.173, 0.042, 0.070, 0.029, 0.100, 0.026, 0.115, 0.103, 0.089, 0.088, 0.078, 0.056, 0.075, 0.128, 0.152, 0.097, 0.071, 0.021, 0.091, 0.094, -0.005, 0.060, 0.014, 0.023, -0.359, -0.576, -0.432, -0.345, -0.386, -0.162, 0.057, 0.039, -0.421, 0.041, -0.573, 0.038, 0.009, -0.241, -0.333, -0.006, 0.046, 0.041, -0.424, 0.026, -0.362, -0.347, -0.405, 0.009, -0.447, -0.213, 0.042, -0.380, -0.438, -0.319, 0.021, -0.356, -0.441, -0.019, -0.401, -0.218, 0.025, -0.359, -0.402, 0.044, 0.024, -0.629, 0.041, -0.025, -0.296, 0.019, -0.005, -0.258, 0.010, -0.048, 0.016, 0.078, 0.036, -0.283, -0.570, 0.053, 0.039, 0.040, 0.128, 0.104, 0.130, 0.110, 0.177, 0.106, 0.173, 0.110, 0.097, 0.128, 0.079, 0.101, 0.165, 0.096, 0.146, 0.143, 0.121, 0.163, 0.105, 0.129, 0.159, 0.114, 0.107, 0.133, 0.182, 0.171, 0.099, 0.123, 0.121, 0.113, 0.119, 0.119, 0.121, 0.127, 0.132, 0.104, 0.157, 0.116, 0.151, 0.117, 0.154, 0.100, 0.140, 0.130]
}